{
  "formula": "C9H18F8N5O17PbS8",
  "method": "ωB97M-V/def2-TZVPD",
  "homo_lumo_gap_ha": 0.2034,
  "e_above_lowest_kcal_mol": 0.0,
  "homo_energy_ev": -8.05,
  "lumo_ev": -2.5187,
  "total_charge": -1,
  "symbols": ["Pb", "C", "C", "C", "C", "C", "C", "N", "O", "C", "C", "C", "H", "H", "H", "H", "H", "H", "H", "H", "H", "H", "H", "H", "H", "H", "H", "H", "H", "H", "N", "S", "O", "O", "F", "S", "O", "O", "F", "N", "S", "O", "O", "F", "S", "O", "O", "F", "N", "S", "O", "O", "F", "S", "O", "O", "F", "N", "S", "O", "O", "F", "S", "O", "O", "F"],
  "xyz": [[-0.111, -2.091, 1.474], [-0.426, 5.242, -3.309], [-0.399, 3.773, -2.936], [0.982, 3.263, -3.507], [1.415, 1.949, -2.829], [1.533, 2.086, -1.344], [0.273, 2.459, -0.595], [-0.370, 3.598, -1.396], [-1.314, 4.124, -0.777], [0.700, 2.949, 0.810], [-0.725, 1.304, -0.526], [-1.559, 2.942, -3.513], [-1.381, 5.764, -3.356], [-0.073, 5.396, -4.332], [0.313, 5.849, -2.784], [1.723, 4.022, -3.230], [0.989, 3.386, -4.589], [2.343, 1.533, -3.221], [0.700, 1.164, -3.091], [2.403, 2.710, -1.128], [1.832, 1.106, -0.964], [1.350, 2.141, 1.145], [-0.152, 3.198, 1.435], [1.315, 3.814, 0.556], [-0.248, 0.434, -0.092], [-0.928, 1.018, -1.557], [-1.612, 1.485, 0.080], [-1.601, 1.861, -3.358], [-1.655, 2.913, -4.599], [-2.504, 3.295, -3.097], [-0.012, -2.067, -0.972], [-1.011, -1.962, -2.136], [-1.493, -3.208, -2.632], [-0.815, -0.873, -3.086], [-2.224, -1.422, -1.222], [1.314, -2.435, -2.000], [2.250, -1.360, -2.175], [1.319, -3.505, -2.949], [2.103, -3.164, -0.840], [0.037, -4.442, 2.151], [0.016, -5.264, 3.453], [0.933, -6.363, 3.546], [-1.154, -5.310, 4.268], [0.828, -4.141, 4.306], [-0.476, -5.781, 1.219], [-1.785, -6.331, 1.386], [0.616, -6.553, 0.688], [-0.716, -4.873, -0.086], [-2.138, -0.992, 2.135], [-2.635, 0.298, 2.882], [-2.633, 0.244, 4.323], [-3.425, 1.264, 2.154], [-1.178, 0.991, 2.698], [-3.386, -1.979, 2.758], [-4.665, -1.620, 2.219], [-3.214, -2.388, 4.114], [-2.917, -3.294, 1.927], [1.917, -1.176, 2.384], [3.329, -0.624, 2.024], [4.470, -1.140, 2.745], [3.298, 0.731, 1.531], [3.491, -1.502, 0.682], [2.031, -0.681, 3.986], [2.243, 0.720, 4.181], [2.442, -1.673, 4.913], [0.429, -0.814, 4.053]]
}